C5H15NOS | wB97M-V/def2-TZVPD

Each atom is followed by the atoms it is bonded to, with distances in Å.
Geometry (Å):
1 C -2.45 -0.13 -0.72  C2 1.532, H5 1.095, H6 1.091, H7 1.084
2 C -2.08 -1.03 0.46  C1 1.532, S3 1.839, H8 1.094, H9 1.087
3 S -0.60 -2.02 0.01  C2 1.839, C4 1.794
4 C 0.11 -2.17 1.65  S3 1.794, H10 1.096, H11 1.086, H12 1.097
5 H -3.37 0.43 -0.51  C1 1.095
6 H -2.64 -0.73 -1.61  C1 1.091
7 H -1.63 0.56 -0.88  C1 1.084
8 H -2.90 -1.69 0.75  C2 1.094
9 H -1.84 -0.42 1.33  C2 1.087
10 H 0.44 -1.18 1.99  C4 1.096
11 H -0.54 -2.63 2.39  C4 1.086
12 H 1.02 -2.74 1.41  C4 1.097
13 C 0.72 2.42 -0.83  N14 1.468, H17 1.094, H18 1.086, H19 1.101
14 N 1.13 1.02 -1.04  C13 1.468, C15 1.446, H20 1.013
15 C 2.19 0.68 -0.12  N14 1.446, O16 1.424, H21 1.101, H22 1.098
16 O 2.49 -0.71 -0.05  C15 1.424, H23 0.976
17 H 0.20 2.52 0.13  C13 1.094
18 H 0.06 2.71 -1.64  C13 1.086
19 H 1.59 3.09 -0.78  C13 1.101
20 H 1.44 0.92 -1.99  N14 1.013
21 H 3.10 1.24 -0.41  C15 1.101
22 H 1.86 1.02 0.87  C15 1.098
23 H 1.70 -1.17 -0.39  O16 0.976

Properties
HOMO-LUMO gap   9.33 eV
Electronic energy   -19800.446 eV
Energy above the lowest of the compared OMol25 structures with the same formula, charge and spin   0.891 eV
E_LUMO   0.954 eV

C5H15NOS | wB97M-V/def2-TZVPD

Each atom is followed by the atoms it is bonded to, with distances in Å.
Geometry (Å):
1 C -1.74 -0.23 1.34  N2 1.445, H8 1.099, H9 1.093, H10 1.102
2 N -0.84 0.12 0.27  C1 1.445, C3 1.485, C4 1.468
3 C -1.60 0.77 -0.83  N2 1.485, H11 1.087, H12 1.084, H13 1.101
4 C 0.27 0.94 0.77  N2 1.468, C5 1.518, H14 1.108, H15 1.094
5 C 1.37 1.21 -0.24  C4 1.518, C6 1.525, H16 1.091, H17 1.092
6 C 2.00 -0.08 -0.76  C5 1.525, S7 1.860, H18 1.097, H19 1.085
7 S 2.51 -1.13 0.68  C6 1.860, H20 1.326
8 H -2.27 0.65 1.71  C1 1.099
9 H -2.36 -1.09 1.06  C1 1.093
10 H -1.15 -0.67 2.15  C1 1.102
11 H -0.90 0.89 -1.65  C3 1.087
12 H -2.47 0.16 -1.05  C3 1.084
13 H -1.95 1.74 -0.45  C3 1.101
14 H -0.16 1.88 1.18  C4 1.108
15 H 0.59 0.46 1.70  C4 1.094
16 H 0.91 1.75 -1.06  C5 1.091
17 H 2.15 1.79 0.27  C5 1.092
18 H 1.24 -0.66 -1.30  C6 1.097
19 H 2.81 -0.01 -1.47  C6 1.085
20 H 3.46 -1.73 -0.02  S7 1.326
21 O -0.71 -2.34 -1.14  H22 0.990, H23 0.943
22 H -0.67 -1.47 -0.67  O21 0.990
23 H -0.50 -2.96 -0.46  O21 0.943

Properties
HOMO-LUMO gap   9.80 eV
Electronic energy   -19800.672 eV
Energy above the lowest of the compared OMol25 structures with the same formula, charge and spin   0.665 eV
E_LUMO   0.773 eV

C5H15NOS | wB97M-V/def2-TZVPD

Each atom is followed by the atoms it is bonded to, with distances in Å.
Geometry (Å):
1 C 1.02 1.20 2.08  N2 1.447, H8 1.096, H9 1.079, H10 1.170
2 N 0.29 0.76 0.91  C1 1.447, C3 1.453, H11 1.033
3 C -0.67 -0.32 1.04  N2 1.453, C4 1.706, C7 1.538, H12 1.141
4 C -1.68 -0.27 -0.33  C3 1.706, C5 1.523, H13 1.080, H14 1.087
5 C -0.80 -0.08 -1.56  C4 1.523, S6 1.860, H15 1.074, H16 1.078
6 S -1.76 -0.48 -3.10  C5 1.860, H17 1.382
7 C 0.05 -1.67 1.00  C3 1.538, H18 1.087, H19 1.066, H20 1.083
8 H 0.52 0.82 2.97  C1 1.096
9 H 1.19 2.27 2.15  C1 1.079
10 H 2.06 0.68 2.22  C1 1.170
11 H 0.99 0.60 0.17  N2 1.033
12 H -1.50 -0.18 1.81  C3 1.141
13 H -2.17 0.69 -0.22  C4 1.080
14 H -2.40 -1.09 -0.30  C4 1.087
15 H 0.14 -0.61 -1.55  C5 1.074
16 H -0.65 0.97 -1.73  C5 1.078
17 H -1.98 -1.80 -2.78  S6 1.382
18 H 0.53 -1.79 0.03  C7 1.087
19 H -0.61 -2.50 1.00  C7 1.066
20 H 0.84 -2.00 1.68  C7 1.083
21 H 2.71 1.34 -2.41  O23 0.969
22 H 1.64 2.09 -1.53  O23 0.944
23 O 2.25 1.37 -1.56  H21 0.969, H22 0.944

Properties
Expectation value of S²   0.75
HOMO-LUMO gap (spin up / spin down)   9.65 / 4.52 eV
Electronic energy   -19791.594 eV
Energy above the lowest of the compared OMol25 structures with the same formula, charge and spin   1.016 eV
Multiplicity   2
E_LUMO (spin up / spin down)   -2.784 / -7.862 eV
Net charge   +1

C5H15NP | wB97M-V/def2-TZVPD

Each atom is followed by the atoms it is bonded to, with distances in Å.
Geometry (Å):
1 C 1.30 0.78 0.30  C4 1.580, H8 1.133, H9 1.060, H10 1.095
2 C -0.22 2.32 -1.00  C4 1.545, H11 1.066, H12 1.013, H13 1.119
3 C 1.12 -3.09 -0.20  P7 1.823, H14 1.132, H15 1.070, H16 1.087
4 C 0.14 0.83 -0.77  C1 1.580, C2 1.545, C5 1.521, H17 1.110
5 C -1.02 0.04 -0.18  C4 1.521, N6 1.504, H18 1.121
6 N -1.67 0.66 1.02  C5 1.504, H19 1.035, H20 1.025, H21 1.088
7 P 0.13 -2.30 1.11  C3 1.823, H22 1.360
8 H 1.04 1.41 1.21  C1 1.133
9 H 1.48 -0.19 0.69  C1 1.060
10 H 2.26 1.11 -0.11  C1 1.095
11 H -0.52 2.67 -0.04  C2 1.066
12 H -0.95 2.57 -1.65  C2 1.013
13 H 0.70 2.94 -1.13  C2 1.119
14 H 2.06 -3.36 0.37  C3 1.132
15 H 1.29 -2.34 -0.94  C3 1.070
16 H 0.70 -3.93 -0.75  C3 1.087
17 H 0.35 0.22 -1.66  C4 1.110
18 H -1.86 -0.16 -0.90  C5 1.121
19 H -0.83 1.13 1.40  N6 1.035
20 H -2.07 -0.04 1.65  N6 1.025
21 H -2.31 1.45 0.64  N6 1.088
22 H -1.14 -2.73 0.92  P7 1.360

Properties
HOMO-LUMO gap (spin up / spin down)   8.27 / 7.50 eV
Electronic energy   -16196.889 eV
Energy above the lowest of the compared OMol25 structures with the same formula, charge and spin   3.223 eV
E_LUMO (spin up / spin down)   -4.628 / -4.793 eV
Net charge   +1

C5H15NP | wB97M-V/def2-TZVPD

Each atom is followed by the atoms it is bonded to, with distances in Å.
Geometry (Å):
1 C 0.77 2.21 -0.06  N6 1.537, H8 1.012, H9 1.072, H10 1.129
2 C 0.59 0.21 -1.60  N6 1.498, H11 1.112, H12 1.079, H13 1.147
3 C -1.42 1.10 -0.51  N6 1.497, H14 1.121, H15 1.097, H16 1.081
4 C 0.34 0.06 0.77  N6 1.433, H17 1.086, H18 1.020
5 C -0.83 -2.09 0.86  P7 1.755, H19 1.062, H20 1.103
6 N 0.06 0.88 -0.37  C1 1.537, C2 1.498, C3 1.497, C4 1.433
7 P 0.21 -3.43 1.30  C5 1.755, H21 1.382, H22 1.495
8 H 0.29 3.04 -0.37  C1 1.012
9 H 0.91 2.19 1.00  C1 1.072
10 H 1.82 2.19 -0.45  C1 1.129
11 H -0.03 -0.71 -1.74  C2 1.112
12 H 0.28 0.77 -2.46  C2 1.079
13 H 1.73 0.24 -1.64  C2 1.147
14 H -1.76 1.65 -1.43  C3 1.121
15 H -2.01 0.19 -0.59  C3 1.097
16 H -1.69 1.74 0.32  C3 1.081
17 H -0.08 0.39 1.72  C4 1.086
18 H 1.32 -0.20 0.75  C4 1.020
19 H -1.39 -2.12 -0.04  C5 1.062
20 H -1.52 -1.73 1.64  C5 1.103
21 H 0.94 -3.12 2.44  P7 1.382
22 H 1.46 -3.45 0.47  P7 1.495

Properties
Expectation value of S²   2.01
HOMO-LUMO gap (spin up / spin down)   7.51 / 7.72 eV
Electronic energy   -16194.179 eV
Energy above the lowest of the compared OMol25 structures with the same formula, charge and spin   2.103 eV
Multiplicity   3
E_LUMO (spin up / spin down)   -2.697 / -5.440 eV
Net charge   +1

C5H15NSi2 | wB97M-V/def2-TZVPD

Each atom is followed by the atoms it is bonded to, with distances in Å.
Geometry (Å):
1 C 0.79 -1.42 1.07  C2 1.588, H9 1.074, H10 1.107, H11 1.053
2 C 0.34 -0.40 -0.06  C1 1.588, Si3 1.971, C4 1.581, N7 1.476
3 Si -0.60 -1.63 -1.28  C2 1.971, H12 1.530, H13 1.509, H14 1.468
4 C 1.47 0.31 -0.90  C2 1.581, C5 1.607, H15 1.066, H16 1.058
5 C 1.50 1.82 -0.35  C4 1.607, C6 1.514, H17 1.108, H18 1.112
6 C 0.00 1.94 -0.26  C5 1.514, N7 1.442, H19 1.072, H20 1.153
7 N -0.38 0.77 0.49  C2 1.476, C6 1.442, Si8 1.725
8 Si -1.95 0.53 1.16  N7 1.725, H21 1.599, H22 1.451, H23 1.523
9 H 0.93 -0.82 1.95  C1 1.074
10 H 1.67 -1.98 0.67  C1 1.107
11 H 0.10 -2.16 1.35  C1 1.053
12 H -1.99 -1.95 -0.72  Si3 1.530
13 H 0.29 -2.85 -1.38  Si3 1.509
14 H -0.69 -1.26 -2.69  Si3 1.468
15 H 1.21 0.41 -1.93  C4 1.066
16 H 2.40 -0.20 -0.80  C4 1.058
17 H 1.78 1.85 0.72  C5 1.108
18 H 2.19 2.40 -1.00  C5 1.112
19 H -0.31 2.82 0.26  C6 1.072
20 H -0.51 2.00 -1.30  C6 1.153
21 H -3.19 0.53 0.15  Si8 1.599
22 H -2.04 1.39 2.33  Si8 1.451
23 H -1.56 -0.86 1.62  Si8 1.523

Properties
HOMO-LUMO gap   9.21 eV
Electronic energy   -22671.776 eV
Energy above the lowest of the compared OMol25 structures with the same formula, charge and spin   2.191 eV
E_LUMO   0.894 eV

> Look up the electronic energy of the fifth one.

-16194.179 eV

> What is the electronic energy in the first record?

-19800.446 eV

Copy entry 1 word for word.
C5H15NOS | wB97M-V/def2-TZVPD

Each atom is followed by the atoms it is bonded to, with distances in Å.
Geometry (Å):
1 C -2.45 -0.13 -0.72  C2 1.532, H5 1.095, H6 1.091, H7 1.084
2 C -2.08 -1.03 0.46  C1 1.532, S3 1.839, H8 1.094, H9 1.087
3 S -0.60 -2.02 0.01  C2 1.839, C4 1.794
4 C 0.11 -2.17 1.65  S3 1.794, H10 1.096, H11 1.086, H12 1.097
5 H -3.37 0.43 -0.51  C1 1.095
6 H -2.64 -0.73 -1.61  C1 1.091
7 H -1.63 0.56 -0.88  C1 1.084
8 H -2.90 -1.69 0.75  C2 1.094
9 H -1.84 -0.42 1.33  C2 1.087
10 H 0.44 -1.18 1.99  C4 1.096
11 H -0.54 -2.63 2.39  C4 1.086
12 H 1.02 -2.74 1.41  C4 1.097
13 C 0.72 2.42 -0.83  N14 1.468, H17 1.094, H18 1.086, H19 1.101
14 N 1.13 1.02 -1.04  C13 1.468, C15 1.446, H20 1.013
15 C 2.19 0.68 -0.12  N14 1.446, O16 1.424, H21 1.101, H22 1.098
16 O 2.49 -0.71 -0.05  C15 1.424, H23 0.976
17 H 0.20 2.52 0.13  C13 1.094
18 H 0.06 2.71 -1.64  C13 1.086
19 H 1.59 3.09 -0.78  C13 1.101
20 H 1.44 0.92 -1.99  N14 1.013
21 H 3.10 1.24 -0.41  C15 1.101
22 H 1.86 1.02 0.87  C15 1.098
23 H 1.70 -1.17 -0.39  O16 0.976

Properties
HOMO-LUMO gap   9.33 eV
Electronic energy   -19800.446 eV
Energy above the lowest of the compared OMol25 structures with the same formula, charge and spin   0.891 eV
E_LUMO   0.954 eV